# 1
CH6O2 | wB97M-V/def2-TZVPD

Positions of all 9 atoms, in Å:
H1 0.709 -1.026 0.647
H2 -1.834 0.847 -0.663
H3 -2.870 -0.410 -0.079
H4 1.624 1.154 -0.140
H5 -1.077 -0.765 -0.281
O1 0.825 0.675 0.048
H6 -1.638 0.390 0.994
O2 1.194 -0.647 -0.093
C1 -1.844 -0.070 -0.020

Output
LUMO: 0.0358 Ha
DFT total energy: -192.05087 Eh
Energy above the lowest of the compared OMol25 structures with the same formula, charge and spin: 281.8 kJ/mol
HOMO level: -10.166 eV
SMILES: OO.C

# 2
CH6P4 | wB97M-V/def2-TZVPD

Positions of all 11 atoms, in Å:
P1 -1.126 0.983 -1.091
H1 2.211 -0.844 0.050
P2 -1.938 -0.985 -0.694
H2 1.888 1.397 1.957
H3 2.055 2.277 2.180
P3 -0.178 -0.328 0.466
P4 -2.880 0.805 0.208
C1 1.267 -1.201 -0.408
H4 1.293 -2.227 -0.267
H5 1.230 -0.757 -1.402
H6 -3.821 0.881 -0.999

Output
LUMO: 0.0240 Ha
DFT total energy: -1407.04678 Eh
Energy above the lowest of the compared OMol25 structures with the same formula, charge and spin: 72.1 kJ/mol
HOMO level: -8.604 eV

# 3
CH6S | wB97M-V/def2-TZVPD

Positions of all 8 atoms, in Å:
C1 0.553 -0.374 1.363
H1 0.845 -1.257 0.640
H2 -1.131 0.951 -3.175
H3 -0.950 -0.159 -1.690
S1 -0.738 1.164 -1.901
H4 -0.340 0.080 0.885
H5 0.381 -0.734 2.416
H6 1.380 0.329 1.463

Output
LUMO: 0.0329 Ha
DFT total energy: -439.85725 Eh
Energy above the lowest of the compared OMol25 structures with the same formula, charge and spin: 22.2 kJ/mol
HOMO level: -9.818 eV
SMILES: C.S

# 4
CH6S | wB97M-V/def2-TZVPD

Positions of all 8 atoms, in Å:
H1 -0.530 1.577 0.006
S1 -0.267 -2.288 -0.694
H2 0.749 0.444 0.097
H3 0.040 0.958 1.600
H4 -0.894 -1.091 -0.559
H5 -0.581 -2.890 -1.883
C1 0.339 1.297 0.634
H6 1.143 1.993 0.799

Output
LUMO: 0.0312 Ha
DFT total energy: -439.85111 Eh
Energy above the lowest of the compared OMol25 structures with the same formula, charge and spin: 38.4 kJ/mol
HOMO level: -9.786 eV
SMILES: C.S